The following is a quantum chemistry calculation of C8H5N2O5Os as an isolated structure in a non-equilibrium geometry, from the Open Molecules 2025 dataset.

```
21
Properties=species:S:1:pos:R:3:nbo_charge:R:1
O 1.6814 1.2626 -3.0054 -0.2347
C 1.3448 1.3386 -1.9173 0.4616
Os 0.9048 0.9931 0.1547 0.3361
O 2.9495 -0.8304 -1.4611 -0.2187
C 2.0952 -0.2494 -0.8976 0.3900
C 1.4345 0.0765 1.8407 0.5302
O 1.7927 -0.3649 2.8612 -0.2322
C -0.6557 1.8593 0.9784 0.4854
O -1.5179 2.4319 1.5069 -0.2304
C 2.1144 2.3702 0.2735 0.5963
O 2.8718 3.2304 0.3775 -0.1540
H 0.0404 2.1991 -0.8017 0.1079
N -1.4529 -0.9645 1.0534 -0.3122
C -2.3480 -1.9020 0.6756 0.2308
C -2.0900 -2.2256 -0.6586 0.0485
C -0.9789 -1.4515 -1.0250 0.0284
N -0.6377 -0.6655 0.0175 -0.2297
H -1.4046 -0.5328 1.9659 0.4763
H -3.0761 -2.2527 1.3397 0.3029
H -2.6161 -2.9264 -1.3056 0.3235
H -0.4517 -1.3958 -1.9726 0.2939
```

Calculated values
* energy above the lowest of the compared OMol25 structures with the same formula, charge and spin: 55.7 kcal/mol
* net charge: +3
* M: 399.367 Da
* Kohn-Sham gap (spin up / spin down): 0.238 / 0.237 Eh
* HOMO (spin up / spin down): -19.41 / -23.86 eV
* ⟨S²⟩: 6.033
* electronic energy: -882.69978 Ha
* 2S+1: 5

***

The following is a quantum chemistry calculation of an isolated ion of composition C16H11FN5O10S and charge -1 in a non-equilibrium geometry, from the Open Molecules 2025 dataset.

```
44
Properties=species:S:1:pos:R:3:nbo_charge:R:1
C 0.1959 -3.9212 1.0043 -0.6366
C -0.1953 -2.9816 2.1024 -0.0737
O -0.3412 -1.6616 1.5233 -0.5259
C 0.5653 -0.7400 1.8811 0.7689
O 1.3517 -0.7349 2.8049 -0.5733
C 0.5299 0.3857 0.8295 0.0663
F 1.4423 1.3640 1.2523 -0.3345
C -1.2536 0.6311 0.4905 -0.2851
C -2.2663 0.3168 1.4675 -0.1003
N -1.7858 0.3217 2.8303 0.4851
O -2.2979 -0.4150 3.6891 -0.4397
O -0.7377 1.0053 3.0523 -0.4975
C -3.6267 0.0016 1.0914 0.1245
N -4.6640 -0.2884 1.9186 -0.1371
O -5.7511 -0.3160 1.0864 -0.1798
N -5.4138 -0.1123 -0.2700 0.4149
O -6.3202 -0.1408 -1.1036 -0.4100
C -4.0360 0.0017 -0.2511 -0.0436
C -3.1620 0.5378 -1.2053 0.1037
N -3.4737 1.0832 -2.4203 -0.0873
O -2.3713 1.8621 -2.7370 -0.1828
N -1.3416 1.7501 -1.7581 0.3875
O -0.3095 2.3889 -1.8309 -0.4334
C -1.8189 0.8628 -0.7857 0.1156
S 1.4460 -0.3663 -0.6993 2.0831
O 2.1996 -1.4923 -0.1142 -0.9355
O 0.4865 -0.5191 -1.7631 -0.9276
C 2.7290 0.7499 -1.2781 -0.2266
C 2.6781 1.1858 -2.6027 -0.1970
C 3.7131 1.9771 -3.1100 -0.2211
C 4.7921 2.3342 -2.2991 -0.1930
C 4.8384 1.8819 -0.9756 -0.2266
C 3.8214 1.0682 -0.4710 -0.1830
H 0.3556 -4.9024 1.4419 0.2033
H -0.5853 -3.9911 0.2405 0.2113
H 1.1286 -3.5828 0.5475 0.2403
H -1.1921 -3.1661 2.4892 0.1983
H 0.5437 -2.9037 2.9070 0.2101
H -0.4873 1.4923 0.8561 0.3002
H 1.8208 0.9196 -3.2172 0.2513
H 3.6636 2.3024 -4.1500 0.2155
H 5.6018 2.9489 -2.6942 0.2116
H 5.6719 2.1538 -0.3261 0.2155
H 3.8561 0.7086 0.5564 0.2436
```

Calculated values
* net charge: -1
* M: 484.354 Da
* SMILES: CCOC(=O)[C@](F)([C@@H]1C(=[N+]([O-])[O-])c2no[n+]([O-])c2-c2no[n+]([O-])c21)S(=O)(=O)c1ccccc1
* Kohn-Sham gap: 0.233 Eh
* HOMO: -4.23 eV
* electronic energy: -2140.08613 Ha